This record from OMol25 describes a structure of composition C57H54N6O5PSTi at a distorted geometry. The level of theory is ωB97M-V with the def2-TZVPD basis set.

Results
E_tot ... -4497.62342 Eh
Energy relative to the best compared isomer or geometry (same formula, charge and spin) ... 22.40 kcal per mole
E_LUMO ... -8.4 eV
Net charge ... +3

Geometry as XYZ:
```
125
Properties=species:S:1:pos:R:3:mulliken_charge:R:1
Ti -0.28906 -0.32531 -0.55848 0.981
C -0.16172 -0.19814 5.00875 -1.029
N -0.78241 -0.05628 3.71697 0.312
C -0.16832 -0.16813 2.51755 -0.560
N -1.04513 -0.11531 1.50782 1.153
C -2.26989 0.04933 2.09988 -1.329
C -2.11437 0.08927 3.47893 0.677
C -3.13372 0.20321 4.51589 -0.030
C -4.25787 -0.62174 4.47355 -0.072
C -5.22466 -0.52619 5.45553 -0.848
C -5.09089 0.39888 6.47992 -0.534
C -3.98346 1.23169 6.52032 -0.822
C -3.00783 1.13520 5.54537 -0.369
C -3.58950 0.16433 1.46625 1.279
C -4.41276 1.24308 1.79313 -0.350
C -5.72451 1.27916 1.35521 -1.106
C -6.22779 0.25012 0.57539 -0.756
C -5.41338 -0.81871 0.23815 -0.456
C -4.10404 -0.87138 0.69133 -0.903
P 1.64327 -0.25916 2.36686 -0.660
C 1.81925 0.98057 1.02128 -0.895
N 1.45483 0.89085 -0.26680 1.714
C 2.09427 1.91411 -0.92831 -0.661
C 2.82009 2.65002 0.00583 0.590
N 2.63707 2.04023 1.20962 0.486
C 3.19388 2.44013 2.47680 -0.949
C 3.62209 3.85726 -0.17065 -0.405
C 4.95663 3.87259 0.23208 -0.125
C 5.73475 4.99229 0.00590 -0.920
C 5.18264 6.10729 -0.60413 -0.521
C 3.84976 6.10720 -0.98570 -0.860
C 3.06906 4.98579 -0.77552 0.174
C 2.18317 2.11426 -2.38323 1.020
C 1.10941 1.94291 -3.25661 0.799
C 1.25997 2.16449 -4.61515 -1.008
C 2.47418 2.58079 -5.13144 -0.793
C 3.55492 2.73825 -4.27916 -0.956
C 3.41634 2.49750 -2.92327 -0.639
C 1.70527 -1.68836 1.24155 -0.963
N 1.24097 -1.69065 -0.01394 1.440
C 1.69968 -2.84503 -0.58668 -1.701
C 2.42373 -3.56421 0.35451 0.788
N 2.42643 -2.80362 1.48705 0.490
C 3.13199 -3.11445 2.70135 -0.995
C 3.16511 -4.81904 0.23299 -0.065
C 4.10323 -4.95776 -0.78897 -0.178
C 4.87107 -6.10304 -0.87401 -0.844
C 4.70320 -7.12537 0.04684 -0.493
C 3.75485 -7.00612 1.05013 -0.871
C 2.98910 -5.85781 1.14787 -0.285
C 1.57449 -3.18407 -2.00039 1.558
C 1.26528 -4.48544 -2.38904 -0.044
C 1.27518 -4.82889 -3.72789 -1.093
C 1.61237 -3.88652 -4.68646 -0.757
C 1.93853 -2.59468 -4.30239 -0.797
C 1.92230 -2.23869 -2.96524 -0.833
H 0.68103 -0.88701 4.94315 0.392
H -0.89629 -0.59950 5.70629 0.453
H 0.19594 0.75920 5.38978 0.326
H -4.35908 -1.35001 3.68338 0.501
H -6.08464 -1.17718 5.41999 0.476
H -5.84634 0.46342 7.24688 0.447
H -3.88000 1.96013 7.31076 0.444
H -2.16085 1.80512 5.57170 0.475
H -4.03305 2.04054 2.41553 0.657
H -6.35566 2.10409 1.64099 0.492
H -7.25873 0.27074 0.26141 0.511
H -5.81459 -1.63196 -0.34759 0.550
H -3.48412 -1.74038 0.51055 0.819
H 3.48223 3.48941 2.43588 0.457
H 4.07802 1.84740 2.71606 0.360
H 2.45934 2.29795 3.27094 0.320
H 5.39486 2.99461 0.68182 0.489
H 6.77180 4.98939 0.30086 0.443
H 5.79748 6.97329 -0.78461 0.445
H 3.42136 6.98185 -1.45133 0.463
H 2.02971 4.97620 -1.07126 0.430
H 0.13792 1.65577 -2.87479 -0.049
H 0.41725 2.02268 -5.27272 0.535
H 2.57924 2.77081 -6.18720 0.485
H 4.51140 3.04322 -4.67168 0.491
H 4.27814 2.59343 -2.28272 0.585
H 4.00725 -3.71770 2.45879 0.403
H 2.49743 -3.67578 3.38830 0.319
H 3.45492 -2.19635 3.19312 0.426
H 4.23651 -4.15445 -1.49612 0.462
H 5.60502 -6.19091 -1.65842 0.456
H 5.31527 -8.01002 -0.01720 0.445
H 3.61276 -7.80726 1.75973 0.437
H 2.23920 -5.78363 1.92199 0.482
H 1.04037 -5.22458 -1.63606 0.696
H 1.04162 -5.83998 -4.01994 0.514
H 1.64146 -4.16432 -5.72810 0.471
H 2.23861 -1.87135 -5.04385 0.572
H 2.23348 -1.24997 -2.64558 1.019
O -2.74981 -0.28420 -1.80436 -0.614
H -3.49465 -0.87322 -1.63143 0.258
H -3.15092 0.55357 -2.07122 0.179
O -0.16952 -0.53945 -2.23750 -0.033
H 0.15697 -0.39679 -3.13058 0.091
H -1.20738 -1.81032 -2.59137 0.197
C -1.96130 -4.41117 -0.81603 -1.516
C -1.54364 -3.02850 -1.18584 0.517
O -1.55069 -2.74698 -2.44787 -0.440
O -1.23217 -2.18196 -0.33291 -1.059
H -1.83682 -5.07864 -1.66360 0.434
H -3.01728 -4.41238 -0.54172 0.390
H -1.40241 -4.76372 0.04794 0.293
C -1.45715 3.86932 0.32578 -1.050
S -1.04120 2.87639 -1.14337 0.921
O -1.07103 1.44491 -0.58353 -0.140
C -2.63925 3.05920 -1.97164 0.577
C -2.71175 3.69841 -3.20090 -0.697
C -3.96054 3.94002 -3.75681 -0.743
C -5.11286 3.55018 -3.08963 -0.785
C -5.02529 2.87975 -1.87842 -0.708
C -3.78507 2.62442 -1.31969 -0.409
H -2.32227 3.44044 0.82046 0.112
H -1.66858 4.88684 0.01287 0.562
H -0.59906 3.87034 0.99113 0.405
H -1.80932 4.01156 -3.70353 0.549
H -4.03709 4.44549 -4.70436 0.467
H -6.08152 3.77138 -3.50955 0.458
H -5.91506 2.57245 -1.35141 0.488
H -3.70662 2.09906 -0.37682 0.614
```


This record from OMol25 describes a cluster of 2 separate species, C4H10O2 in total at a distorted geometry. The level of theory is ωB97M-V with the def2-TZVPD basis set.

Results
E_tot ... -308.82840 Eh
Energy relative to the best compared isomer or geometry (same formula, charge and spin) ... 43.78 kcal per mole
E_LUMO ... 0.6 eV
SMILES string ... C/C=C(/C)O.O

Geometry as XYZ:
```
16
Properties=species:S:1:pos:R:3:mulliken_charge:R:1
C 0.70411 -1.45751 0.76278 -1.289
C 0.01692 -1.09699 -0.54051 -0.049
C -0.51984 0.15537 -0.76286 0.602
O -0.67888 1.14463 0.12592 -0.594
C -1.21835 0.60442 -2.09781 -1.285
H 1.57146 -2.09796 0.75324 0.388
H 1.01494 -0.63784 1.44819 0.246
H 0.20303 -1.92196 1.56668 0.384
H 0.03859 -1.88216 -1.34392 0.270
H -0.56450 0.86640 1.07667 0.430
H -0.59784 1.28973 -2.58227 0.289
H -1.52860 -0.21930 -2.66902 0.358
H -2.12681 1.08829 -1.79849 0.347
H 1.25807 1.84914 2.65696 0.287
H 1.39904 1.26532 1.25342 0.355
O 1.02867 1.05043 2.15101 -0.738
```


This record from OMol25 describes an isolated molecule of C5H8FN at a distorted geometry. The level of theory is ωB97M-V with the def2-TZVPD basis set.

Results
E_tot ... -349.89954 Eh
Energy relative to the best compared isomer or geometry (same formula, charge and spin) ... 12.40 kcal per mole
E_LUMO ... 0.7 eV
SMILES string ... CC(C)(F)CC#N

Geometry as XYZ:
```
15
Properties=species:S:1:pos:R:3:mulliken_charge:R:1
C -2.25667 0.12671 0.28626 0.076
C 0.24630 0.19291 -1.43521 -1.549
C 1.55525 -0.22208 0.66216 -1.410
C -0.98181 0.39280 0.84544 -0.389
C 0.20499 -0.36240 -0.06230 1.121
N -3.22517 -0.38299 -0.03845 -0.415
F -0.18936 -1.72555 -0.13958 -0.368
H -0.83671 0.14190 -1.89182 0.324
H 0.61142 1.16916 -1.35336 0.395
H 0.98803 -0.23283 -1.96778 0.498
H 1.79979 -0.96582 1.35048 0.401
H 2.28350 -0.32580 -0.11739 0.373
H 1.56307 0.81399 1.10464 0.322
H -0.94700 -0.10472 1.92092 0.302
H -0.81562 1.48472 0.83598 0.321
```


This record from OMol25 describes a structure of composition C48H52CaCl2N7OPS2 at a distorted geometry. The level of theory is ωB97M-V with the def2-TZVPD basis set.

Results
E_tot ... -5054.65686 Eh
Energy relative to the best compared isomer or geometry (same formula, charge and spin) ... 0.00 kcal per mole
E_LUMO ... -1.0 eV

Geometry as XYZ:
```
114
Properties=species:S:1:pos:R:3:mulliken_charge:R:1
Ca 0.75787 1.14603 0.40650 2.571
N -3.10760 2.04112 -1.89306 0.207
C -1.82771 1.96899 -1.52019 -0.967
N -1.40811 2.04893 -0.29827 0.162
C -2.32427 2.18720 0.72403 -0.570
N -1.99571 2.24581 1.97941 -1.641
N -0.65036 1.91299 2.14891 1.400
C -0.08996 2.14889 3.26204 -1.907
C 1.34882 1.62925 3.42309 1.429
C 1.68627 1.20886 4.78027 -1.260
C 2.86892 0.75117 5.20593 -1.177
C 4.15139 0.66037 4.52466 0.139
C 3.18141 0.69599 2.05294 -0.812
N 2.01251 1.54354 2.34226 0.673
C -3.75742 2.21971 0.39114 0.759
C -4.76345 2.28714 1.36115 -0.320
C -6.08808 2.26745 0.98773 -0.835
C -6.43650 2.18009 -0.36464 -0.463
C -5.46387 2.11431 -1.33662 -0.956
C -4.12456 2.13486 -0.94500 -0.021
H -3.33281 1.94461 -2.87020 0.407
H -1.08969 1.84719 -2.30692 0.696
H -0.60462 2.65385 4.07996 0.463
H 0.87382 1.24609 5.49501 0.420
H 2.89982 0.43170 6.24326 0.375
H 4.90547 0.07946 5.04137 0.516
H 3.61119 1.09391 1.11584 0.006
H -4.47219 2.34533 2.39969 0.505
H -6.86267 2.31485 1.73999 0.435
H -7.47831 2.16008 -0.65409 0.424
H -5.72151 2.04238 -2.38547 0.433
S 2.80954 -3.22929 1.36862 -0.407
C 3.31065 -1.62669 1.60392 0.361
N 2.55014 -0.59066 1.80515 0.011
C 4.33581 0.68850 3.02927 1.610
C 4.70561 1.91563 3.84196 -0.111
C 6.12783 2.25336 3.98728 -1.183
C 7.07155 1.39534 3.58220 -0.527
C 6.74078 0.16817 2.87544 -0.767
C 5.47381 -0.11492 2.52841 -0.184
S 5.09345 -1.48286 1.50673 -0.331
H 3.99094 2.73064 3.82075 0.360
H 6.39218 3.21362 4.40884 0.398
H 8.11731 1.63753 3.71751 0.400
H 7.54360 -0.47783 2.54413 0.429
Cl 1.63299 1.72571 -4.55514 -0.223
C 1.79731 3.02508 -3.41309 0.427
C 2.08184 4.31764 -3.89761 -0.657
C 2.19537 5.36826 -3.04147 0.782
Cl 2.56041 6.95530 -3.66190 -0.284
C 2.00320 5.18651 -1.64462 -0.146
C 2.06991 6.22443 -0.68904 -0.816
C 1.84042 5.94399 0.62498 -1.243
C 1.52951 4.61952 0.99042 -0.284
N 1.45926 3.63035 0.13947 0.519
C 1.71382 3.89195 -1.17832 0.171
C 1.64820 2.75087 -2.06597 -0.857
O 1.42269 1.57858 -1.57987 -0.482
H 2.21453 4.46338 -4.96036 0.478
H 2.30315 7.22990 -1.01149 0.421
H 1.88615 6.71398 1.38192 0.432
H 1.32969 4.37583 2.02938 0.410
C -4.18554 -2.32804 -3.83940 -0.878
C -3.26626 -1.13308 -4.04643 -0.614
C -1.92279 -1.36599 -3.34822 -0.628
C -2.07566 -2.09500 -1.99194 1.072
C -3.48273 -1.86985 -1.43137 -0.134
C -4.55129 -2.46986 -2.35318 -1.039
P -0.77618 -1.55877 -0.80254 -0.111
C -1.08596 -2.39298 0.81117 1.287
C -1.62476 -3.84241 0.80539 -1.041
C -2.47625 -4.14443 2.04024 -0.988
C -1.81745 -3.56313 3.28449 -0.867
C -1.76202 -2.02489 3.20862 -0.720
C -1.89202 -1.51346 1.77211 0.372
C 0.74513 -2.40241 -1.38683 2.071
C 0.62703 -3.92285 -1.66141 -0.737
C 0.84157 -4.25870 -3.13386 -0.728
C 2.23526 -3.83369 -3.60330 -0.882
C 2.66222 -2.49648 -2.97310 -0.954
C 1.44876 -1.67859 -2.54412 0.242
H -3.66656 -3.22546 -4.18773 0.344
H -5.08690 -2.24486 -4.44905 0.479
H -3.76444 -0.24185 -3.64657 -0.088
H -3.10075 -0.93427 -5.10737 0.590
H -1.38628 -0.42036 -3.21958 -0.206
H -1.28408 -1.96159 -4.00407 0.218
H -1.95698 -3.17194 -2.16246 1.075
H -3.64722 -0.79514 -1.30355 -0.300
H -3.58162 -2.29712 -0.43272 -0.111
H -5.51426 -1.99012 -2.15725 0.486
H -4.68328 -3.52555 -2.10390 0.340
H -0.06041 -2.42280 1.21155 0.064
H -0.77306 -4.52660 0.78812 0.350
H -2.19903 -4.05323 -0.10259 0.204
H -2.61111 -5.22370 2.13609 0.547
H -3.47981 -3.72132 1.92421 0.276
H -0.80378 -3.96644 3.36069 0.355
H -2.34073 -3.88123 4.18803 0.486
H -0.81184 -1.67407 3.62059 0.110
H -2.54970 -1.58377 3.82514 0.524
H -1.54837 -0.47868 1.72622 -1.195
H -2.94304 -1.48002 1.46837 0.449
H 1.40708 -2.29545 -0.51816 -1.953
H -0.33585 -4.31857 -1.33029 0.239
H 1.38152 -4.43882 -1.05937 0.384
H 0.07777 -3.75218 -3.73388 0.019
H 0.69085 -5.32757 -3.30319 0.540
H 2.24602 -3.75831 -4.69372 0.334
H 2.95580 -4.61342 -3.34427 0.369
H 3.27560 -1.92538 -3.67282 0.485
H 3.28014 -2.67703 -2.08962 0.256
H 0.78344 -1.54040 -3.40303 0.230
H 1.74008 -0.67215 -2.24839 -0.422
```


This record from OMol25 describes a cluster of 2 separate species, C5H10O2 in total at a distorted geometry. The level of theory is ωB97M-V with the def2-TZVPD basis set.

Results
E_tot ... -346.83239 Eh
Energy relative to the best compared isomer or geometry (same formula, charge and spin) ... 121.13 kcal per mole
E_LUMO ... 0.3 eV
SMILES string ... C=C/C(O)=C/C.O

Geometry as XYZ:
```
17
Properties=species:S:1:pos:R:3:mulliken_charge:R:1
C -1.10099 0.91532 1.47327 -0.952
C 0.19594 0.77988 0.70778 -0.376
C 0.49716 0.09704 -0.42635 0.565
O 0.33622 -1.23253 -0.74835 -0.457
C 1.07831 0.67358 -1.66733 -0.609
C 0.60070 1.47227 -2.65440 -0.517
H -1.23698 1.98568 1.48061 0.332
H -1.96038 0.40778 1.04046 0.322
H -0.94384 0.59862 2.54743 0.243
H 0.91969 1.51828 1.06588 0.308
H -0.03096 -1.65307 0.07444 0.336
H 2.11521 0.42349 -1.84603 0.304
H -0.39164 1.24084 -3.07655 0.259
H 1.19237 2.38723 -2.85218 0.257
H 0.09217 -3.02802 2.18881 0.335
H -0.60326 -3.59723 0.95345 0.336
O -0.75971 -2.98916 1.73908 -0.686
```